{"formula": "C33H38CuN2O4P2S", "method": "ωB97M-V/def2-TZVPD", "species": ["Cu", "C", "O", "C", "C", "C", "C", "C", "C", "N", "N", "C", "O", "C", "C", "C", "C", "C", "C", "C", "O", "H", "H", "H", "H", "H", "H", "H", "H", "H", "H", "H", "H", "C", "P", "C", "C", "C", "P", "C", "C", "H", "H", "H", "H", "H", "H", "H", "H", "H", "H", "H", "H", "H", "H", "H", "H", "O", "S", "C", "C", "C", "C", "C", "C", "C", "C", "C", "C", "C", "C", "H", "H", "H", "H", "H", "H", "H", "H", "H", "H"], "xyz": [[0.042, 1.597, 1.121], [-1.428, 5.831, 2.593], [-0.114, 6.103, 2.111], [0.879, 5.363, 2.715], [1.881, 6.028, 3.375], [2.927, 5.328, 3.986], [2.927, 3.957, 3.932], [1.930, 3.248, 3.241], [1.978, 1.805, 3.272], [1.227, 1.048, 2.567], [1.319, -0.318, 2.732], [0.324, -0.913, 2.113], [-0.588, -0.330, 1.425], [0.251, -2.395, 2.260], [-0.981, -3.029, 2.125], [-1.082, -4.405, 2.271], [0.054, -5.163, 2.526], [1.287, -4.535, 2.656], [1.384, -3.156, 2.536], [0.882, 3.944, 2.578], [-0.048, 3.382, 1.862], [-2.030, 6.713, 2.378], [-1.855, 4.951, 2.114], [-1.415, 5.665, 3.673], [1.831, 7.109, 3.413], [3.710, 5.861, 4.508], [3.710, 3.392, 4.425], [2.679, 1.313, 3.946], [-1.853, -2.422, 1.919], [-2.047, -4.890, 2.188], [-0.022, -6.238, 2.633], [2.175, -5.120, 2.861], [2.334, -2.651, 2.652], [3.264, 1.826, -0.295], [1.715, 0.947, -0.726], [2.358, -0.728, -1.121], [1.245, 1.751, -2.317], [-0.250, 2.085, -2.403], [-0.976, 2.685, -0.819], [-0.998, 4.496, -0.948], [-2.728, 2.236, -1.028], [4.032, 1.752, -1.070], [3.652, 1.399, 0.631], [3.047, 2.880, -0.110], [2.407, -0.904, -2.196], [1.717, -1.487, -0.676], [3.359, -0.835, -0.702], [1.536, 1.127, -3.165], [1.848, 2.660, -2.389], [-0.824, 1.194, -2.648], [-0.410, 2.826, -3.192], [-1.682, 4.821, -1.734], [0.003, 4.870, -1.170], [-1.293, 4.919, 0.009], [-3.090, 2.436, -2.039], [-3.330, 2.812, -0.323], [-2.841, 1.174, -0.810], [-0.845, -0.698, -1.745], [-1.111, -2.030, -1.132], [0.012, -3.190, -1.936], [0.451, -2.949, -3.228], [1.346, -3.830, -3.812], [1.797, -4.937, -3.100], [1.364, -5.158, -1.801], [0.470, -4.276, -1.207], [-2.620, -2.655, -1.899], [-3.337, -3.641, -1.240], [-4.504, -4.126, -1.813], [-4.948, -3.609, -3.023], [-4.231, -2.604, -3.662], [-3.060, -2.120, -3.097], [0.102, -2.066, -3.751], [1.697, -3.655, -4.821], [2.499, -5.622, -3.559], [1.733, -6.007, -1.239], [0.151, -4.416, -0.178], [-2.984, -4.023, -0.288], [-5.072, -4.897, -1.310], [-5.861, -3.983, -3.466], [-4.589, -2.197, -4.599], [-2.489, -1.323, -3.559]], "forces_ev_per_a": [[0.0, 0.4, -0.5], [0.0, 0.1, 0.0], [-0.1, 0.0, 0.1], [-0.1, -0.2, -0.1], [0.0, 0.0, 0.1], [0.0, 0.1, 0.0], [0.0, -0.1, 0.0], [-0.1, 0.2, 0.0], [0.0, -0.2, 0.0], [0.0, 0.0, -0.1], [0.1, -0.3, 0.1], [-0.1, 0.4, 0.0], [0.0, -0.1, 0.0], [-0.1, -0.1, 0.0], [0.0, 0.0, 0.1], [0.0, 0.0, 0.0], [0.0, 0.0, 0.0], [0.0, 0.0, 0.0], [0.0, 0.0, -0.1], [0.2, 0.0, 0.0], [0.0, 0.2, 0.1], [0.0, 0.0, 0.0], [0.0, 0.0, 0.0], [0.0, 0.0, 0.0], [0.0, 0.0, 0.0], [0.0, 0.0, 0.0], [0.0, 0.0, 0.0], [0.0, 0.1, 0.0], [0.0, 0.0, 0.0], [0.0, 0.0, 0.0], [0.0, 0.0, 0.0], [0.0, 0.0, 0.0], [0.0, 0.0, 0.0], [0.1, 0.0, -0.1], [0.2, -0.1, 0.5], [0.0, 0.0, -0.1], [0.1, 0.0, -0.1], [0.0, 0.3, 0.0], [-0.3, -0.7, 0.1], [0.2, 0.1, 0.0], [-0.1, 0.1, 0.0], [0.0, 0.0, 0.0], [0.0, 0.0, 0.0], [0.0, 0.0, 0.0], [0.0, 0.0, 0.0], [0.0, 0.0, 0.0], [0.0, 0.0, 0.0], [0.0, 0.0, 0.0], [-0.1, 0.0, 0.0], [0.1, 0.0, 0.0], [-0.1, 0.0, 0.0], [0.0, 0.0, 0.0], [0.0, 0.0, 0.0], [0.0, 0.0, 0.0], [0.0, 0.0, 0.0], [0.0, -0.1, 0.0], [0.0, 0.0, 0.0], [0.0, 0.0, -0.2], [-0.1, -0.3, 0.0], [0.0, 0.0, 0.1], [0.0, 0.0, 0.0], [0.0, 0.0, 0.0], [0.0, 0.0, 0.0], [0.0, 0.0, 0.0], [0.0, 0.1, 0.1], [0.1, 0.1, 0.1], [0.1, 0.0, 0.0], [0.0, 0.0, 0.0], [0.0, 0.0, 0.0], [0.0, 0.0, 0.0], [0.0, 0.1, 0.0], [0.0, 0.0, 0.0], [0.0, 0.0, 0.0], [0.0, 0.0, 0.0], [0.0, 0.0, 0.0], [0.0, 0.0, 0.0], [0.0, 0.0, 0.0], [0.0, 0.0, 0.0], [0.0, 0.0, 0.0], [0.0, 0.0, 0.0], [0.0, 0.0, 0.0]], "mulliken_spin": [0.62, 0.00, 0.00, 0.01, 0.00, 0.00, 0.00, -0.04, 0.02, 0.10, 0.02, 0.00, 0.02, 0.00, 0.00, 0.00, 0.00, 0.00, 0.00, 0.02, 0.07, 0.00, 0.00, 0.00, 0.00, 0.00, 0.00, 0.02, 0.00, 0.00, 0.00, 0.00, 0.00, 0.00, 0.02, 0.00, 0.00, 0.01, 0.07, 0.01, 0.00, 0.00, 0.00, 0.00, 0.00, 0.00, 0.00, 0.00, 0.00, 0.00, 0.00, 0.00, 0.00, 0.00, 0.00, 0.00, 0.00, 0.00, 0.00, 0.00, 0.00, 0.00, 0.00, 0.00, 0.00, 0.00, 0.00, 0.00, 0.00, 0.00, 0.00, 0.00, 0.00, 0.00, 0.00, 0.00, 0.00, 0.00, 0.00, 0.00, 0.00], "spin_multiplicity": 2, "e_homo_ev": [-7.0430, -6.9615], "s_squared": 0.754, "mol_weight_g_mol": 684.24, "homo_lumo_gap_ev": [7.51, 7.11], "max_force_ev_per_a": 0.7, "e_above_lowest_kcal_mol": 4.0}

{"formula": "C33H38N5NdTe2", "method": "ωB97M-V/def2-TZVPD", "species": ["Nd", "C", "C", "N", "C", "C", "N", "C", "C", "N", "C", "C", "N", "C", "C", "C", "C", "C", "C", "C", "N", "H", "H", "H", "H", "H", "H", "H", "H", "H", "H", "H", "H", "H", "H", "H", "H", "H", "H", "H", "H", "H", "H", "H", "Te", "C", "C", "C", "C", "C", "C", "H", "H", "H", "H", "H", "Te", "C", "C", "C", "C", "C", "C", "C", "C", "C", "C", "C", "C", "H", "H", "H", "H", "H", "H", "H", "H", "H", "H"], "xyz": [[0.508, 0.337, 1.228], [4.389, -2.442, 0.090], [3.117, -1.690, 0.146], [2.841, -0.862, 1.098], [3.850, -0.596, 2.099], [3.286, 0.411, 3.077], [2.625, 1.457, 2.276], [2.196, 2.647, 3.032], [1.311, 3.534, 2.144], [0.134, 2.845, 1.653], [-0.450, 3.451, 0.407], [-1.240, 2.396, -0.384], [-0.438, 1.164, -0.594], [-0.417, 0.641, -1.946], [-1.795, 0.391, -2.535], [0.395, -0.643, -1.961], [0.270, -1.648, -2.922], [1.194, -2.665, -2.922], [2.147, -2.746, -1.938], [2.140, -1.773, -0.960], [1.212, -0.801, -0.919], [5.148, -1.770, -0.271], [4.308, -3.316, -0.540], [4.689, -2.782, 1.076], [4.717, -0.157, 1.620], [4.200, -1.479, 2.654], [4.086, 0.849, 3.661], [2.530, 0.011, 3.775], [3.270, 1.802, 1.587], [3.014, 3.263, 3.424], [1.581, 2.327, 3.875], [1.869, 3.890, 1.271], [1.055, 4.408, 2.761], [-0.581, 2.890, 2.393], [0.373, 3.835, -0.163], [-1.111, 4.266, 0.649], [-1.627, 2.870, -1.316], [-2.186, 2.120, 0.220], [-2.339, -0.374, -1.984], [-1.793, 0.105, -3.578], [-2.387, 1.299, -2.544], [-0.432, -1.521, -3.732], [1.182, -3.404, -3.721], [2.855, -3.590, -1.893], [0.587, 2.059, -3.320], [0.161, 1.260, -5.234], [0.925, 0.219, -5.741], [0.656, -0.337, -6.997], [-0.387, 0.153, -7.752], [-1.125, 1.235, -7.263], [-0.871, 1.789, -6.005], [1.744, -0.175, -5.190], [1.287, -1.175, -7.324], [-0.644, -0.357, -8.687], [-1.944, 1.576, -7.874], [-1.484, 2.648, -5.697], [-0.754, -2.630, 2.440], [-2.773, -2.651, 1.821], [-3.710, -3.155, 2.710], [-5.040, -3.235, 2.364], [-5.447, -2.834, 1.096], [-4.502, -2.331, 0.224], [-3.156, -2.176, 0.579], [-0.846, -0.839, 3.595], [-1.793, 0.183, 3.322], [-1.856, 1.299, 4.139], [-0.951, 1.428, 5.190], [-0.021, 0.461, 5.455], [0.028, -0.680, 4.649], [-3.411, -3.553, 3.687], [-5.757, -3.596, 3.055], [-6.510, -2.933, 0.818], [-4.805, -2.067, -0.791], [-2.457, -1.769, -0.133], [-2.523, 0.029, 2.539], [-2.654, 1.976, 3.932], [-1.006, 2.223, 5.857], [0.604, 0.466, 6.331], [0.741, -1.460, 4.817]], "forces_ev_per_a": [[0.8, -0.4, -0.5], [-0.3, -0.5, 0.3], [-0.2, 0.4, 0.8], [-0.3, -0.9, -0.7], [-0.2, -0.2, 0.8], [-0.2, 0.6, -0.1], [-0.6, 0.6, 0.5], [-0.7, 0.3, -0.3], [0.9, 0.6, 0.6], [-1.0, -0.3, -0.1], [-0.4, -1.1, 0.3], [-1.1, -0.4, 0.7], [-0.1, 0.6, -0.5], [-0.4, -0.9, -0.1], [-0.5, 0.2, 0.0], [-0.7, 0.5, 0.7], [0.5, 0.7, -0.5], [-0.7, -0.6, -0.9], [1.1, -0.4, 0.8], [-0.4, -0.3, 0.5], [0.2, 0.3, -0.5], [0.6, 0.2, -0.3], [0.2, 0.0, -0.2], [0.0, 0.0, 0.1], [0.4, 0.1, -0.1], [-0.1, 0.0, -0.2], [0.2, 0.0, 0.4], [0.3, -0.1, -0.3], [0.4, -0.1, -0.5], [0.1, -0.3, 0.0], [0.1, -0.2, 0.2], [0.1, 0.0, 0.2], [0.0, 0.0, -0.3], [0.3, -0.1, -0.4], [0.4, 0.1, -0.5], [-0.2, 0.5, 0.2], [0.4, -0.4, 0.5], [1.1, 0.5, -0.8], [-0.1, -0.1, 0.2], [0.3, -0.2, -0.3], [-0.1, 0.2, 0.3], [0.0, -0.2, 0.0], [-0.1, 0.1, 0.2], [-0.4, 0.7, -0.2], [0.5, 0.2, 0.0], [-0.2, 0.1, 0.3], [-0.3, -0.1, -0.7], [0.6, -0.3, 0.7], [-0.3, -0.1, -0.1], [0.0, -0.5, 0.0], [-0.4, 0.2, -0.7], [0.6, -0.2, 0.5], [-0.4, 0.4, 0.0], [0.1, 0.5, 0.3], [-0.1, 0.3, 0.1], [0.4, -0.5, 0.1], [-0.1, 0.2, -0.2], [0.5, 0.4, 0.2], [0.3, -0.6, 0.9], [0.1, 0.5, -0.8], [-0.4, -0.2, 0.2], [0.1, 0.4, -0.9], [-0.8, -0.6, 0.0], [-0.8, 0.4, -0.5], [0.5, -0.9, 0.1], [0.4, -0.7, -0.2], [-0.5, -0.4, -0.5], [0.2, -1.3, -0.4], [0.2, 0.3, -0.1], [0.0, 0.3, -0.4], [-0.5, -0.4, 0.6], [0.8, 0.1, 0.0], [0.0, 0.1, 0.3], [0.2, 0.0, -0.1], [-0.2, 0.0, -0.1], [-0.3, 0.7, 0.2], [-0.3, 1.5, 0.9], [0.2, 0.4, 0.1], [0.3, -0.3, 0.5]], "mulliken_spin": [3.04, 0.00, 0.00, 0.00, 0.00, 0.01, -0.01, 0.00, 0.00, 0.00, 0.00, 0.00, -0.02, 0.00, 0.00, 0.00, 0.00, 0.00, 0.00, 0.00, 0.00, 0.00, 0.00, 0.00, 0.00, 0.00, 0.00, 0.00, 0.00, 0.00, 0.00, 0.00, 0.00, 0.00, 0.00, 0.00, 0.00, 0.00, 0.00, 0.00, 0.00, 0.00, 0.00, 0.00, 0.00, 0.00, 0.00, 0.00, 0.00, 0.00, 0.00, 0.00, 0.00, 0.00, 0.00, 0.00, -0.01, 0.00, 0.00, 0.00, 0.00, 0.00, 0.00, 0.00, 0.01, 0.00, 0.00, 0.00, 0.00, 0.00, 0.00, 0.00, 0.00, 0.00, 0.00, 0.00, 0.00, 0.00, 0.00], "spin_multiplicity": 4, "e_homo_ev": [-12.4133, -12.4141], "s_squared": 3.755, "total_charge": 2, "mol_weight_g_mol": 904.14, "homo_lumo_gap_ev": [6.62, 6.65], "max_force_ev_per_a": 1.8}

{"formula": "C33H38N7OOsTe", "method": "ωB97M-V/def2-TZVPD", "species": ["Os", "N", "C", "C", "N", "C", "C", "N", "H", "H", "H", "H", "H", "H", "H", "H", "H", "H", "H", "H", "H", "C", "O", "C", "C", "C", "C", "C", "C", "C", "N", "C", "C", "N", "C", "C", "C", "C", "N", "C", "C", "N", "C", "C", "C", "C", "H", "H", "H", "H", "H", "H", "H", "H", "H", "H", "H", "H", "H", "H", "C", "C", "C", "C", "C", "C", "Te", "C", "C", "C", "H", "H", "H", "H", "H", "H", "H", "H", "H", "H", "H"], "xyz": [[-2.058, 1.739, 1.286], [-2.143, -0.640, 1.935], [-3.525, -0.821, 2.255], [-3.998, 0.346, 3.173], [-3.749, 1.660, 2.585], [-4.941, 2.348, 1.985], [-4.998, 1.923, 0.537], [-3.710, 1.913, -0.053], [-1.798, -1.192, 1.153], [-1.577, -0.732, 2.771], [-3.712, -1.766, 2.792], [-4.064, -0.842, 1.300], [-3.463, 0.254, 4.153], [-5.086, 0.224, 3.402], [-3.552, 2.244, 3.381], [-4.817, 3.413, 2.087], [-5.879, 2.057, 2.457], [-5.782, 2.526, 0.027], [-5.430, 0.894, 0.579], [-3.623, 2.673, -0.721], [-3.657, 1.065, -0.758], [11.473, -0.144, 0.605], [10.474, 0.012, -0.441], [9.269, 0.503, -0.171], [8.879, 0.954, 1.125], [7.559, 1.295, 1.288], [6.608, 1.261, 0.195], [7.084, 0.787, -1.045], [8.418, 0.482, -1.304], [5.181, 1.491, 0.381], [4.301, 1.570, -0.598], [3.129, 1.617, 0.068], [3.274, 1.673, 1.498], [4.613, 1.510, 1.675], [2.178, 1.800, 2.374], [2.275, 1.959, 3.817], [1.136, 2.104, 4.533], [-0.145, 1.957, 3.851], [-0.266, 1.870, 2.587], [0.867, 1.820, 1.828], [0.732, 1.793, 0.417], [-0.514, 1.826, -0.125], [-0.700, 1.974, -1.400], [0.291, 2.153, -2.341], [1.587, 2.022, -1.850], [1.801, 1.775, -0.469], [12.365, -0.252, 0.082], [11.236, -0.991, 1.246], [11.464, 0.767, 1.238], [9.516, 0.929, 1.987], [7.194, 1.472, 2.364], [6.398, 0.782, -1.890], [8.734, 0.154, -2.311], [5.169, 1.491, 2.546], [3.217, 1.928, 4.339], [1.070, 2.276, 5.593], [-1.025, 2.091, 4.421], [-1.756, 1.978, -1.646], [0.033, 2.237, -3.376], [2.481, 1.924, -2.466], [-6.114, -5.476, -4.421], [-5.291, -4.432, -3.704], [-5.777, -3.125, -3.465], [-5.019, -2.122, -2.904], [-5.608, -0.756, -2.804], [-3.651, -2.453, -2.477], [-2.361, -1.008, -1.737], [-3.201, -3.815, -2.631], [-1.807, -4.222, -2.204], [-4.036, -4.739, -3.201], [-6.469, -6.190, -3.642], [-5.528, -6.081, -5.182], [-7.008, -5.029, -4.947], [-6.810, -2.819, -3.635], [-6.610, -0.747, -3.344], [-5.018, -0.086, -3.385], [-5.760, -0.398, -1.793], [-0.987, -3.567, -2.593], [-1.636, -5.261, -2.326], [-1.638, -4.098, -1.106], [-3.708, -5.716, -3.448]], "forces_ev_per_a": [[0.2, -0.1, 0.1], [1.0, 1.2, -0.2], [-1.3, 0.0, 0.6], [-0.6, -1.9, 0.3], [-0.1, 1.2, 0.9], [0.2, -0.6, -0.6], [-3.3, -0.7, 1.2], [1.7, -1.8, -2.9], [0.0, -0.2, 0.3], [0.3, -0.3, -0.3], [-0.1, 0.3, -0.3], [-0.2, 0.0, 0.3], [-0.3, 0.2, -0.8], [0.8, 0.0, -0.1], [0.2, 0.3, 0.4], [0.2, 0.4, 0.1], [0.1, 0.0, 0.3], [0.8, -0.3, 0.0], [0.5, 0.5, -0.4], [0.1, 0.5, 0.3], [0.0, 1.3, 1.4], [-1.7, 1.2, 1.3], [-1.2, 0.4, 0.7], [2.5, -0.8, -0.6], [-1.7, 0.0, -0.4], [-0.7, -0.1, 1.5], [0.4, -0.6, 0.9], [0.8, 0.6, -1.7], [-2.2, 0.2, 0.5], [1.5, -0.4, 1.2], [-0.4, -0.4, 1.1], [-1.3, 1.0, 1.1], [0.6, -0.8, -2.1], [0.9, 0.6, -0.5], [-1.2, 0.3, 2.1], [0.0, -0.3, -1.2], [-2.1, -0.6, -0.9], [2.2, 1.3, 2.6], [-0.7, -0.6, -3.0], [1.7, -0.3, 0.1], [-0.3, 0.0, -1.4], [-0.1, 0.1, 2.5], [-1.5, 0.5, -0.8], [1.6, -0.6, 0.6], [-0.2, -0.9, -0.1], [0.8, 0.5, -0.6], [1.6, -0.3, -0.6], [0.0, -0.2, -0.3], [0.3, -0.5, -0.5], [0.3, 0.0, 0.0], [0.7, 0.1, -1.9], [0.0, -0.2, 0.3], [0.1, 0.2, 0.9], [-0.8, 0.0, -0.9], [0.3, 0.2, -0.1], [0.4, -0.1, 0.2], [-0.9, -0.2, 0.6], [0.3, 0.0, -0.6], [0.1, 0.2, -0.3], [-0.4, 0.5, -0.2], [-0.4, -0.3, -0.4], [-0.8, 0.8, 0.0], [-0.3, 0.0, 0.2], [1.7, -0.9, 0.6], [-1.8, -0.4, -1.0], [-1.1, -0.1, -0.5], [-0.6, -0.5, -0.2], [0.8, 1.2, 0.6], [0.5, 1.5, 1.4], [-0.2, 0.1, -0.8], [0.1, 0.3, -0.6], [-0.5, 0.8, 1.0], [1.0, -0.5, 0.7], [0.1, -0.6, -0.5], [1.1, -0.1, 0.9], [0.7, 0.8, -0.2], [0.1, 0.1, 0.2], [-0.8, -0.8, -0.3], [0.3, -0.9, -0.7], [-0.6, 0.1, -0.5], [0.6, -0.8, 0.2]], "mulliken_spin": [1.86, 0.13, -0.03, 0.02, -0.04, 0.01, 0.00, -0.01, 0.01, -0.01, 0.00, 0.00, 0.00, 0.00, 0.00, 0.01, 0.01, 0.00, 0.00, -0.01, 0.02, 0.00, 0.19, 0.17, 0.10, -0.02, 0.20, -0.06, 0.12, 0.01, 0.08, 0.03, 0.10, 0.03, -0.03, 0.03, -0.01, 0.02, 0.01, 0.06, 0.00, 0.02, -0.02, 0.01, 0.01, -0.01, 0.00, 0.00, 0.00, 0.00, -0.01, 0.00, 0.00, 0.00, 0.00, 0.00, 0.00, -0.01, 0.00, 0.00, 0.00, 0.12, 0.00, 0.06, 0.01, -0.04, 0.77, 0.04, 0.01, -0.01, 0.01, 0.01, 0.00, 0.00, 0.00, 0.01, 0.00, 0.01, 0.00, 0.00, 0.00], "spin_multiplicity": 5, "e_homo_ev": [-14.0990, -14.4242], "s_squared": 6.064, "total_charge": 3, "mol_weight_g_mol": 866.55, "homo_lumo_gap_ev": [6.16, 3.79], "max_force_ev_per_a": 3.8, "e_above_lowest_kcal_mol": 39.1}